35
Properties=species:S:1:pos:R:3 method="wB97M-V/def2-TZVPD" smiles="COC(=O)c1cnc2c(c1C(=O)OC)c(=O)n(C)c(=O)n2C" homo_lumo_gap_ev=8.8180 homo_ha=-0.3468 relative_energy_kj_mol=408.8 multiplicity=1 total_energy_ha=-1118.58517
C 5.12560 1.85672 0.26305
O 3.67811 1.70910 -0.01118
C 2.95908 0.64013 0.00495
O 3.46898 -0.46369 -0.03223
C 1.52017 0.92954 -0.17934
C 0.95940 1.98215 -0.27695
N -0.46672 2.44710 -0.28693
C -1.22281 1.48674 -0.08235
C -0.62916 -0.07202 -0.00815
C 0.65891 -0.18592 -0.07212
C 1.21059 -1.62474 0.34696
O 1.60461 -2.03871 1.39855
O 1.44757 -2.12128 -0.96087
C 1.93775 -3.57203 -0.93190
C -1.48015 -1.05897 0.02572
O -1.25724 -2.27276 0.28434
N -2.96151 -0.86866 0.15484
C -3.96415 -1.87711 0.07732
C -3.49979 0.43598 0.10100
O -4.58067 0.52388 0.01808
N -2.51824 1.48205 -0.24460
C -3.05384 3.01049 -0.45702
H 5.58638 0.83951 -0.04240
H 5.55896 2.25330 1.14594
H 5.50104 2.52784 -0.59326
H 1.56175 3.14563 -0.20037
H 1.33019 -4.12767 -0.18760
H 2.92878 -3.63827 -0.35216
H 2.01178 -3.99144 -1.81756
H -4.65815 -1.77900 -0.57074
H -3.39307 -2.70230 0.32012
H -4.61658 -1.65151 1.20956
H -3.48428 3.11919 0.70022
H -3.76057 2.69180 -1.03410
H -2.19056 3.68591 -0.42319